{"formula": "C3H7OS", "method": "wB97M-V/def2-TZVPD", "lumo_energy_ev": 1.39, "e_above_lowest_kcal_mol": 161.6, "charge": -1, "homo_ev": -3.1, "homo_lumo_gap_ev": 4.5, "symbols": ["C", "O", "C", "C", "S", "H", "H", "H", "H", "H", "H", "H"], "positions_angstrom": [[-0.2275, 0.0230, -0.6055], [-2.8831, -0.4444, -0.5632], [-0.6837, 0.4747, 1.3075], [0.4194, 0.0358, 0.6586], [3.9436, -0.4437, -0.2782], [-1.2711, -0.3315, -0.7178], [0.1417, 0.5377, -1.4663], [-1.4965, -0.1410, 1.4462], [-0.8149, 1.4839, 1.4638], [1.3644, -0.4363, 1.0529], [-3.5221, -0.5518, -1.2720], [5.0299, -0.2064, -1.0260]]}